Formula: C34H54AsEuN3SSi3
Source: the Open Molecules 2025 dataset
Level of theory: ωB97M-V/def2-TZVPD

Last column: Löwdin spin population.
Atoms and positions in Å:
Eu -0.5777 0.4772 -0.1905  7.01
C 3.5156 -2.1311 4.5435  0.00
Si 4.0223 -0.4390 3.9285  0.00
C 5.8955 -0.1521 4.0250  0.00
C 3.1171 1.0824 4.6614  0.00
C 3.6111 -0.2357 2.0523  0.00
C 4.6052 -0.1200 1.1291  0.00
C 4.2862 0.3777 -0.1261  0.00
C 2.9819 0.6159 -0.5137  0.00
N 1.9820 0.3411 0.3807  -0.01
C 2.2170 -0.0397 1.6270  0.00
S 0.7995 -0.4136 2.5107  -0.01
H 3.5418 -2.8171 3.6085  0.00
H 2.4804 -2.0751 4.9180  0.00
H 4.2569 -2.5547 5.2785  0.00
H 6.2382 0.2331 4.9991  0.00
H 6.2750 0.5541 3.2278  0.00
H 6.3651 -1.1597 3.8169  0.00
H 3.5933 1.7193 5.4375  0.00
H 2.1940 0.7739 5.0957  0.00
H 2.9046 1.8178 3.8620  0.00
H 5.6109 -0.3803 1.4082  0.00
H 5.0503 0.4814 -0.9149  0.00
H 2.7024 1.0441 -1.4489  0.00
C -2.3873 -0.1837 -3.9643  0.00
C -3.5437 -0.7337 -3.1732  0.00
C -4.4534 -1.5725 -3.8596  0.00
C -5.6949 -1.7767 -3.2699  0.00
C -5.9632 -1.3049 -2.0265  0.00
C -5.1310 -0.4042 -1.3638  0.00
C -5.7388 0.2518 -0.1321  0.00
C -3.8865 -0.1388 -1.9392  0.00
N -2.9276 0.7568 -1.3119  0.00
C -3.2439 2.0210 -1.2954  0.01
C -4.1061 2.7523 -2.3486  0.00
C -2.5430 2.9548 -0.3761  0.02
C -3.2426 4.1769 0.0173  0.00
N -1.3009 2.7203 0.0074  -0.02
C -0.3107 3.6460 0.4137  0.00
C 0.3651 4.3910 -0.6175  0.00
C 0.0497 4.2958 -2.0740  0.00
C 1.3272 5.3113 -0.2720  0.00
C 1.6125 5.6007 1.0641  0.00
C 0.8286 4.9976 2.0199  0.00
C -0.1359 4.0268 1.7758  0.00
C -1.0009 3.4648 2.8929  0.00
H -1.4646 -0.2881 -3.3642  0.00
H -2.5594 0.8961 -4.1808  0.00
H -2.2696 -0.7143 -4.9593  0.00
H -4.2419 -1.9421 -4.8562  0.00
H -6.4597 -2.3598 -3.7563  0.00
H -6.9257 -1.5116 -1.6251  0.00
H -6.1931 -0.4437 0.5761  0.00
H -6.5392 1.0238 -0.3865  0.00
H -5.0372 0.7965 0.5478  0.00
H -4.4036 2.1395 -3.1940  0.00
H -3.5568 3.6311 -2.7933  0.00
H -5.0414 3.1284 -1.8501  0.00
H -4.3141 4.1994 -0.1605  0.00
H -2.8502 5.0758 -0.4525  0.00
H -3.1037 4.3381 1.1051  0.00
H 0.9151 4.2706 -2.6969  0.00
H -0.4443 5.2286 -2.4354  0.00
H -0.5292 3.4313 -2.3216  0.00
H 1.8575 5.7432 -1.1531  0.00
H 2.3931 6.3040 1.3898  0.00
H 0.9958 5.2799 3.0715  0.00
H -0.4691 2.6592 3.4985  0.00
H -1.8873 2.9700 2.4788  0.00
H -1.2314 4.2144 3.6381  0.00
C 2.5958 -5.3279 -1.9920  0.00
Si 2.5183 -3.5058 -1.8435  0.00
C 3.6911 -2.7612 -3.1068  0.00
C 3.2435 -3.1131 -0.1720  0.00
As 0.4290 -2.4209 -1.9431  -0.01
Si -0.7474 -3.5076 -0.1346  0.00
C -1.5792 -4.9750 -0.8461  0.00
C -2.1277 -2.2845 0.3943  0.00
C 0.1414 -4.0494 1.4269  0.00
H 2.0849 -5.6695 -2.9177  0.00
H 2.2813 -5.8700 -1.1009  0.00
H 3.6793 -5.5196 -2.0146  0.00
H 3.5472 -3.2783 -4.0607  0.00
H 4.7437 -2.9706 -2.7981  0.00
H 3.5856 -1.6594 -3.2401  0.00
H 3.9566 -2.3038 -0.0687  0.00
H 3.8219 -4.0409 -0.0531  0.00
H 2.5981 -3.0164 0.6995  0.00
H -1.2564 -5.3361 -1.8043  0.00
H -2.7027 -4.7022 -0.9475  0.00
H -1.4152 -5.7070 -0.0330  0.00
H -2.2998 -1.5200 -0.3649  0.00
H -1.7241 -1.7128 1.2498  0.00
H -3.0831 -2.6661 0.7450  0.00
H 0.8409 -4.8861 1.1932  0.00
H -0.4291 -4.3704 2.3267  0.00
H 0.7251 -3.1491 1.8034  0.00

Output
LUMO energy (alpha / beta) in eV: -1.811 / -1.760
Orbital gap (alpha / beta) in Ha: 0.128 / 0.130
Multiplicity: 8
Energy above the lowest of the compared OMol25 structures with the same formula, charge and spin in eV: 0.0616
Energy in eV: -155241.3200

=====

Formula: C5H7Cl2NO2
Source: the Open Molecules 2025 dataset
Level of theory: ωB97M-V/def2-TZVPD

Last column: Mulliken charge in e.
Atoms and positions in Å:
C -2.7208 0.9752 1.4228  0.67
C -0.4824 1.3757 0.4123  -0.11
C -0.1226 0.0623 -0.2491  0.88
C 1.3437 -0.1954 -0.3902  -1.36
C -1.0663 -0.7519 -0.6929  -1.05
N -2.2105 0.3954 2.5357  -0.12
O -3.8803 1.0035 1.1371  -0.54
O -1.8223 1.6370 0.6164  -0.39
Cl 0.4888 1.5832 1.9480  -0.23
Cl -3.2629 -0.3816 3.6405  -0.05
H -0.1393 2.2046 -0.2210  0.47
H 1.5176 -0.9727 -1.1279  0.40
H 1.7688 -0.5197 0.5584  0.31
H 1.8672 0.7095 -0.6928  0.33
H -0.8198 -1.6666 -1.2029  0.31
H -2.1134 -0.5273 -0.5882  0.33
H -1.2281 0.4202 2.7805  0.17

Output
LUMO energy in eV: 0.552
Orbital gap in Ha: 0.390
Energy above the lowest of the compared OMol25 structures with the same formula, charge and spin in eV: 0.0000
Energy in eV: -35927.1886
SMILES: C=C(C)[C@H](Cl)OC(=O)NCl

=====

Formula: C2H3N5O
Source: the Open Molecules 2025 dataset
Level of theory: ωB97M-V/def2-TZVPD

Last column: Mulliken charge in e.
Atoms and positions in Å:
C -1.6247 0.5342 -0.4203  0.03
C 1.8025 -0.1562 -0.2781  0.40
H -1.5997 -1.5383 0.3141  0.34
H -1.9611 1.5353 -0.5560  0.38
H 0.6255 -1.4167 1.1184  0.32
N -2.3656 -0.6467 -0.3469  -0.51
N -0.2915 0.3621 0.2969  0.63
N 0.4627 1.4277 0.2189  -0.41
N 1.5775 1.2711 -0.2138  -0.17
N 0.4567 -0.7129 0.2225  -0.53
O 2.9176 -0.6595 -0.3556  -0.48

Output
LUMO energy in eV: -0.879
Orbital gap in Ha: 0.328
Energy above the lowest of the compared OMol25 structures with the same formula, charge and spin in eV: 6.4994
Energy in eV: -11614.3304

=====

Formula: C7H15BrNO4P
Source: the Open Molecules 2025 dataset
Level of theory: ωB97M-V/def2-TZVPD

Last column: Mulliken charge in e.
Atoms and positions in Å:
C -1.4006 1.7250 -1.6340  -1.36
C -0.7073 3.2007 0.3825  -1.39
C -0.3161 -3.2529 -0.2539  -1.17
C -1.2025 -1.9362 1.8111  -1.23
C -0.3967 2.0284 -0.6142  0.68
C -0.4575 -1.9505 0.4378  0.87
C 2.4164 1.0908 1.0990  -0.95
N 2.1585 -0.9106 -2.1412  0.27
O 2.6059 -1.8271 -1.5216  -0.21
O 1.6578 0.1571 -1.3000  -0.20
O -0.1821 0.8706 0.1285  -0.25
O 0.8836 -1.3537 0.5721  -0.29
P 1.2358 0.1268 0.2135  0.76
Br 4.2463 0.6884 0.7775  -0.21
H -1.6075 2.7482 -2.1493  0.35
H -1.2539 0.9317 -2.4817  0.23
H -2.2705 1.4952 -1.1077  0.39
H 0.0522 3.4451 1.1301  0.37
H -1.7408 3.1214 0.7686  0.31
H -0.7542 4.2057 -0.1173  0.39
H 0.6739 -3.2231 -0.8171  0.27
H -0.2401 -4.0534 0.5293  0.34
H -1.1697 -3.4395 -0.8661  0.35
H -1.7768 -1.1044 1.9571  0.36
H -0.3779 -2.1085 2.6142  0.25
H -1.9434 -2.8845 1.6947  0.35
H 0.5094 2.2917 -1.1312  0.30
H -0.9588 -1.1809 -0.1480  0.04
H 2.3166 1.0989 2.1672  0.38

Output
LUMO energy in eV: -0.877
Orbital gap in Ha: 0.239
Energy above the lowest of the compared OMol25 structures with the same formula, charge and spin in eV: 5.2278
Energy in eV: -96509.5587
SMILES: CC(C)OP(=CBr)(ON=O)OC(C)C

=====

Formula: C18H41N2P3S2Sm
Source: the Open Molecules 2025 dataset
Level of theory: ωB97M-V/def2-TZVPD

Last column: Löwdin spin population.
Atoms and positions in Å:
Sm -0.2002 0.4126 1.1921  5.09
P -2.7482 1.6524 0.8394  -0.01
P -1.2201 -2.2229 1.9020  -0.01
P -0.5523 -0.4382 -1.4839  -0.02
H 2.4902 1.0305 1.5529  0.00
C 2.1174 1.3446 0.5531  0.00
C 1.2629 2.4321 0.4186  -0.01
H 0.9534 3.0313 1.2992  0.00
C -3.4528 2.7737 2.0975  0.00
C -4.2047 0.5622 0.5816  0.00
C -2.8738 2.7163 -0.6519  0.00
C 0.2630 -3.2906 2.0798  0.00
C -2.0172 -2.4644 3.5319  0.00
C -2.2906 -3.2342 0.8138  0.00
C 0.1410 0.8183 -2.6390  0.00
C -2.1356 -0.9041 -2.2799  0.00
C 0.4814 -1.9524 -1.6666  0.00
H 2.6213 0.8460 -0.2879  0.00
H 1.0122 2.8941 -0.5464  0.00
H -2.6818 3.4722 2.4423  0.00
H -3.8284 2.2056 2.9570  0.00
H -4.2730 3.3405 1.6362  0.00
H -4.3639 -0.0498 1.4791  0.00
H -4.0496 -0.1032 -0.2770  0.00
H -5.0920 1.1886 0.4076  0.00
H -2.0996 3.4940 -0.6055  0.00
H -3.8663 3.1912 -0.6579  0.00
H -2.7332 2.1301 -1.5705  0.00
H -0.0085 -4.3019 2.4048  0.00
H 0.9376 -2.8495 2.8234  0.00
H 0.8062 -3.3532 1.1300  0.00
H -2.1145 -3.5308 3.7843  0.00
H -3.0221 -2.0233 3.5211  0.00
H -1.4271 -1.9684 4.3145  0.00
H -2.5082 -4.2128 1.2609  0.00
H -1.8216 -3.3909 -0.1640  0.00
H -3.2404 -2.7088 0.6530  0.00
H 0.2430 0.4368 -3.6697  0.00
H 1.1326 1.1470 -2.2891  0.00
H -0.5191 1.6997 -2.6476  0.00
H -1.9767 -1.2906 -3.3011  0.00
H -2.7966 -0.0244 -2.3328  0.00
H -2.6342 -1.6807 -1.6787  0.00
H 0.5281 -2.2937 -2.7136  0.00
H 0.0826 -2.7697 -1.0445  0.00
H 1.5031 -1.7444 -1.3140  0.00
C 4.7244 -0.4555 -3.8440  0.00
C 5.6438 -1.5093 -4.0375  0.00
C 6.9900 -1.2000 -4.2455  0.00
C 7.4114 0.1299 -4.3528  0.00
C 6.4663 1.1533 -4.3198  0.00
C 5.1268 0.8683 -4.1264  0.00
S 3.0666 -0.6423 -3.2893  0.00
H 2.9494 -1.8749 -2.6387  0.00
H 5.2815 -2.5431 -4.0074  0.00
H 7.7188 -2.0033 -4.3161  0.00
H 8.4637 0.3625 -4.4641  0.00
H 6.7640 2.1866 -4.4347  0.00
H 4.3631 1.6454 -4.1451  0.00
N -2.7110 0.9195 5.0189  0.00
C -1.5435 1.5513 4.7766  0.00
N -1.3889 2.7613 5.3347  0.00
S -0.2396 0.8379 3.8913  -0.02
H -3.4187 1.3256 5.6351  0.00
H -2.8045 -0.0489 4.7456  0.00
H -0.5379 3.2745 5.1440  0.00
H -2.1491 3.2442 5.8203  0.00

Output
Charge: +3
LUMO energy (alpha / beta) in eV: -10.816 / -10.447
Orbital gap (alpha / beta) in Ha: 0.124 / 0.137
Multiplicity: 6
Energy above the lowest of the compared OMol25 structures with the same formula, charge and spin in eV: 0.0000
Energy in eV: -89727.6394

=====

Formula: C4H12NOSi
Source: the Open Molecules 2025 dataset
Level of theory: ωB97M-V/def2-TZVPD

Last column: Mulliken charge in e.
Atoms and positions in Å:
C -0.5370 0.7276 -0.4825  -0.08
C 2.5698 1.2176 -0.0041  -1.07
C 1.4280 -1.8942 0.1027  -0.98
C -2.0316 0.3017 -0.7650  -0.64
N -2.5521 -0.1547 0.5535  -0.26
O -0.2117 0.5094 0.9451  -0.55
Si 1.1655 -0.0332 0.0982  0.60
H -0.4469 1.7932 -0.6859  0.27
H 2.3984 1.9306 -0.8074  0.35
H 2.6624 1.7847 0.9196  0.37
H 3.5225 0.7321 -0.1936  0.33
H 2.1676 -2.1589 -0.6473  0.32
H 1.8113 -2.2245 1.0640  0.34
H 0.5237 -2.4586 -0.1101  0.32
H -2.5841 1.1616 -1.1250  0.32
H -2.0865 -0.5037 -1.4969  0.27
H -2.7945 -1.1463 0.5795  0.34
H -3.3417 0.3986 0.8925  0.34
H -1.6633 0.0172 1.1628  0.40

Output
Charge: +1
LUMO energy in eV: -3.195
Orbital gap in Ha: 0.368
Energy above the lowest of the compared OMol25 structures with the same formula, charge and spin in eV: 0.0000
Energy in eV: -15751.3984
SMILES: C[Si]1(C)O[C@@H]1C[NH3+]

=====

Number 5 is which compound?
C18H41N2P3S2Sm